{
  "formula": "C50H30BrCl4I2N5W",
  "method": "ωB97M-V with the def2-TZVPD basis set",
  "e_homo_ev": [-12.39, -12.39],
  "relative_energy_kj_mol": 61.1,
  "charge": 2,
  "species": ["W", "I", "I", "Br", "Cl", "Cl", "Cl", "Cl", "N", "N", "N", "N", "N", "C", "C", "C", "C", "C", "C", "C", "C", "C", "C", "C", "C", "C", "C", "C", "C", "C", "C", "C", "C", "C", "C", "C", "C", "C", "C", "C", "C", "C", "C", "C", "C", "C", "C", "C", "C", "C", "C", "C", "C", "C", "C", "C", "C", "C", "C", "C", "C", "C", "C", "H", "H", "H", "H", "H", "H", "H", "H", "H", "H", "H", "H", "H", "H", "H", "H", "H", "H", "H", "H", "H", "H", "H", "H", "H", "H", "H", "H", "H", "H"],
  "coordinates": [[-0.63962, -0.30025, -0.49506], [-2.52437, -1.95273, -1.99018], [-3.04427, 1.29147, -1.24603], [5.86713, -0.89305, 1.69103], [4.11405, 6.18230, -5.41984], [6.32291, -3.62424, -1.32920], [-4.72461, -6.56627, 5.26574], [-2.44914, 6.86167, 5.60492], [0.25769, -0.24343, -2.36002], [1.54710, -0.26682, 0.13395], [-0.52658, -1.89812, 0.21895], [-0.20782, 1.80522, -0.32660], [-1.52676, -0.06976, 1.41130], [0.32561, 0.37567, -4.53544], [2.92305, -2.64688, -3.15912], [1.32125, 3.42811, -4.79569], [0.27027, 2.56162, -1.39307], [-4.19885, -0.33086, -1.89425], [3.90122, -0.28824, -0.25548], [-2.91303, 3.79935, 3.10862], [1.44573, 3.13673, -3.43162], [-2.12567, 5.56478, 4.52146], [3.29278, 4.71473, -3.32041], [-0.97845, -4.23792, 0.28764], [2.12618, 4.36851, -5.39994], [-0.55533, 4.21372, 3.32077], [0.33465, 0.86636, -3.22731], [0.31752, -1.37586, -3.15512], [3.04929, -0.72347, 1.93583], [1.78271, -0.55356, 1.42624], [-2.57744, -3.49349, 2.78119], [-4.62269, -4.36417, 3.71935], [-0.81076, 5.25061, 4.19967], [-3.17912, 4.84648, 3.97494], [2.34858, -3.60782, -1.04198], [-1.86812, -2.49633, 1.94736], [-0.55593, -3.26811, -1.93838], [-1.08435, -2.92075, 0.85103], [-1.87003, -4.52745, 3.39239], [4.64734, -3.41394, -1.68616], [4.26682, -2.84596, -2.89342], [3.69125, -3.80391, -0.76087], [-3.95806, -3.42013, 2.95647], [0.50535, -2.69578, -2.49940], [-2.51030, -0.60062, 3.44501], [-1.31420, 2.35193, 1.84211], [-2.52538, -5.47348, 4.16092], [0.64652, 2.14824, -2.69554], [-0.45404, 4.01172, 0.16733], [-0.64334, 2.69339, 0.61387], [1.93907, -3.02281, -2.24113], [-2.32693, 0.73064, 3.43877], [-1.97651, -1.12613, 2.21302], [0.12275, 3.93291, -1.07600], [4.13341, -0.60630, 1.07423], [0.28648, -1.01704, -4.48520], [2.59983, -0.13034, -0.68356], [2.45869, 3.79233, -2.71603], [-3.90227, -5.38939, 4.31741], [-1.71721, 1.09565, 2.18004], [-0.68145, -4.37601, -1.03351], [3.11382, 5.01720, -4.66072], [-1.60194, 3.47035, 2.77494], [0.46993, 3.97001, 3.06869], [1.61635, -3.89800, -0.30229], [4.00016, -4.25459, 0.17296], [-5.69466, -4.31544, 3.85110], [4.08267, 5.19296, -2.75837], [-4.58215, -0.09890, -2.88266], [2.63924, -2.19717, -4.10194], [0.28509, -1.69407, -5.32395], [2.63502, 3.53069, -1.67925], [0.34429, 4.74954, -1.74221], [-4.51878, -2.62573, 2.47797], [-2.91012, -1.20944, 4.23820], [0.30826, 0.94170, -5.44761], [-0.65213, -5.37896, -1.45119], [-0.79067, -4.57219, 3.29177], [3.18688, -0.95741, 2.98148], [1.99670, 4.60766, -6.44616], [5.02019, -2.56541, -3.61704], [-0.00120, 5.81750, 4.63768], [-2.52936, 1.42242, 4.23919], [-4.98753, -0.50735, -1.17000], [-0.75572, 4.89988, 0.69534], [-1.20374, -5.09309, 0.90586], [4.71442, -0.18936, -0.96009], [2.39478, 0.08849, -1.71984], [-1.97805, -6.27038, 4.64485], [0.55968, 2.96617, -5.40142], [-4.19661, 5.11143, 4.22637], [0.91854, -0.65575, 2.06905], [-3.73593, 3.24456, 2.67329]],
  "atomic_forces_ev_per_a": [[0.0696, 0.3139, 0.8152], [-0.3533, 0.2379, -0.0595], [-0.0333, 0.0259, -0.0540], [0.0215, 0.0034, 0.0077], [0.0437, 0.0300, -0.0223], [0.0084, -0.0004, 0.0038], [-0.0128, -0.0192, 0.0171], [-0.0055, 0.0199, 0.0166], [-0.3196, -0.1307, -0.3346], [-0.1506, -0.1129, -0.0540], [0.0113, -0.1383, -0.7060], [-0.2200, -0.1073, -0.0015], [0.2097, -0.0961, -0.1171], [0.0607, 0.0174, -0.0871], [-0.0301, -0.0188, -0.0016], [-0.1387, -0.0108, 0.0222], [0.1924, 0.1255, -0.0729], [0.1116, -0.0296, -0.0210], [0.0043, -0.0005, 0.0028], [-0.0297, -0.0133, -0.0280], [0.0744, -0.0034, -0.2071], [0.0333, -0.0417, -0.0398], [0.0178, -0.0076, 0.0222], [0.1400, 0.0341, -0.0004], [0.0943, 0.0611, -0.0089], [0.0011, -0.0304, -0.0082], [0.3119, -0.0764, 0.3123], [-0.0057, 0.0819, 0.1729], [0.0053, 0.0008, -0.0008], [0.0008, 0.0252, 0.0657], [0.0662, 0.0341, 0.0801], [-0.0307, -0.0169, 0.0185], [-0.0170, 0.0146, 0.0140], [-0.0252, 0.0209, 0.0221], [-0.0252, 0.0326, -0.0032], [0.0064, -0.0312, -0.0119], [0.3079, -0.3656, 0.0375], [-0.2018, 0.0201, 0.4872], [0.0214, 0.0596, 0.0478], [-0.0243, -0.0026, -0.0056], [0.0268, 0.0057, -0.0158], [0.0040, -0.0034, 0.0068], [0.0336, 0.0077, -0.0557], [-0.0652, 0.0770, 0.0418], [-0.0386, 0.1537, 0.0027], [-0.0466, -0.1081, 0.0538], [0.0254, -0.0229, 0.0083], [-0.3618, -0.1014, 0.0116], [0.0352, 0.0177, 0.0182], [0.0219, 0.0011, -0.0471], [0.0347, -0.0225, -0.0264], [-0.0022, -0.1370, 0.0369], [0.1572, -0.0969, -0.0524], [-0.0810, -0.0064, 0.1028], [-0.0294, 0.0149, -0.0348], [0.0648, 0.0209, -0.0391], [0.0347, 0.0327, 0.0119], [0.2328, -0.1153, 0.0042], [0.0173, 0.0499, -0.0399], [-0.0820, 0.1735, -0.1263], [0.0922, 0.1668, -0.1305], [-0.1078, -0.0864, -0.0303], [0.0527, 0.0511, -0.0093], [-0.0026, 0.0036, 0.0034], [0.0062, -0.0139, 0.0079], [-0.0007, 0.0012, -0.0019], [0.0042, 0.0022, -0.0041], [-0.0092, 0.0133, -0.0029], [0.0171, -0.0244, -0.0070], [0.0196, -0.0041, 0.0002], [-0.0068, -0.0113, 0.0146], [-0.0217, 0.0739, -0.0769], [-0.0071, -0.0139, 0.0723], [-0.0200, -0.0111, 0.0093], [0.0080, -0.0137, 0.0040], [0.1870, 0.1459, -0.0174], [-0.0809, -0.0057, -0.0164], [-0.0418, -0.0479, 0.0024], [-0.0092, -0.0020, 0.0022], [0.0010, 0.0137, 0.0065], [-0.0014, -0.0033, 0.0024], [-0.0009, -0.0008, -0.0020], [-0.0248, 0.0077, -0.0176], [0.0300, -0.0383, 0.0187], [0.0008, -0.0011, 0.0004], [-0.0900, 0.0083, -0.0391], [0.0013, -0.0019, 0.0019], [-0.0248, -0.0031, -0.0030], [-0.0014, 0.0042, 0.0003], [-0.1546, -0.0395, 0.0334], [0.0006, -0.0044, -0.0024], [0.0085, -0.0133, -0.0045], [0.0047, 0.0024, 0.0036]]
}